## i
14
Properties=species:S:1:pos:R:3 method="wB97M-V/def2-TZVPD" orbital_gap_ev=9.0 lumo_ev=0.6 smiles="CN1SC=C[C@]1(O)Cl"
C -1.28096 0.35210 -1.25833
C -0.72602 -0.54317 -2.07514
C -0.56490 0.43975 0.09604
C 1.27620 -0.62222 1.26200
N 0.34009 -0.61400 0.15151
O -1.16832 0.59769 1.25257
S 0.72926 -1.24959 -1.41659
Cl 0.39461 2.23256 -0.02302
H -2.08755 0.90888 -1.47958
H -1.02170 -0.71391 -3.03527
H 2.24218 -1.26918 1.14756
H 1.57571 0.53864 1.41012
H 0.79819 -1.02655 2.05856
H -0.50679 0.96901 1.90958

=====

## ii
14
Properties=species:S:1:pos:R:3 method="wB97M-V/def2-TZVPD" orbital_gap_ev=9.9 lumo_ev=0.4 smiles="ClC[C@H]1CSC=NO1"
C 0.09406 -1.18207 0.58699
C 0.70343 0.28548 0.31088
C 1.22634 0.73063 -1.07939
C -1.57422 0.73078 -1.09311
H -1.05637 -1.40182 0.54335
H 0.64053 -1.76272 -0.39420
H 1.54255 0.40171 1.07608
H 1.89402 -0.15471 -1.53065
H 1.65762 1.72588 -1.06311
H -2.54857 -0.02002 -1.40747
N -1.50659 0.84801 0.25960
O -0.18247 1.51832 0.68343
S -0.27449 0.63620 -2.19359
Cl 0.68061 -1.79053 2.24921

=====

Quick look at relative energies in eV: i 0.000; ii 3.083.

=====

## i
15
Properties=species:S:1:pos:R:3 method="wB97M-V/def2-TZVPD" orbital_gap_ev=9.7 lumo_ev=0.6 smiles="C=C=C.CSSO"
C -0.39946 2.38322 -0.45349
C -0.06359 1.75514 0.61905
C 0.28927 1.11624 1.67567
C -0.96425 -1.65237 0.51186
O 2.15521 -1.58480 -1.96966
S -0.83793 -1.55685 -1.28905
S 0.91541 -0.49907 -1.54602
H 0.39143 3.03644 -0.70943
H -1.28543 2.11538 -1.00573
H -0.36358 1.19781 2.55235
H 2.17400 -1.62146 -2.85971
H 0.94532 0.21796 1.54252
H -1.29131 -0.67825 0.90105
H 0.02866 -1.77293 1.02975
H -1.69373 -2.45644 1.00083

=====

## ii
15
Properties=species:S:1:pos:R:3 method="wB97M-V/def2-TZVPD" orbital_gap_ev=9.0 lumo_ev=0.2
C -0.48871 1.69724 2.38605
C -0.51716 -1.20200 -0.89629
C 0.79121 -0.83496 -1.49545
C 1.95856 -1.26694 -1.23660
H 0.58372 2.81012 2.07065
H -1.65980 1.99425 1.81302
H -0.75119 1.19219 3.60499
H -0.58116 -1.98304 -0.01307
H -1.46349 -1.32313 -1.74074
H 0.62183 -0.11811 -2.26275
H 1.94327 -2.00445 -0.42581
H 2.90805 -1.08475 -2.00066
O -2.12471 1.21073 -0.94104
S 0.26148 0.73219 1.13540
S -1.48189 0.18067 0.00232

=====

## iii
15
Properties=species:S:1:pos:R:3 method="wB97M-V/def2-TZVPD" orbital_gap_ev="6.5 / 6.5" lumo_ev="-1.4 / -1.4"
C 0.19803 -0.45262 0.95050
C 0.04070 0.62542 2.13987
C -0.38538 -0.07581 -0.33490
C 0.29674 0.60980 -1.26448
O 2.20545 1.63442 0.86268
S -0.13845 3.16133 0.46864
S 1.15328 2.18464 1.70961
H 1.25515 -0.52584 0.86557
H -0.32480 -1.28769 1.35299
H -0.88953 1.10571 2.24678
H 0.47999 0.18966 2.97894
H -1.54385 -0.24563 -0.39474
H -0.14370 0.63149 -2.23881
H 1.31011 0.27286 -1.19121
H 0.41004 1.79047 -0.74203

=====

Quick look at relative energies in eV: i 0.000; ii 3.572; iii 0.650.